C26H32AlAs2N2O4S | the ωB97M-V functional and the def2-TZVPD basis

Each line ends with the Löwdin charge.
CARTESIAN COORDINATES (ANGSTROEM)
Al -0.046 -0.354 -0.687  -0.292
N -0.879 1.122 0.547  0.062
C -1.130 2.372 -0.230  -0.067
C 0.169 2.751 -0.918  -0.433
O 0.829 3.706 -0.568  0.103
N 0.557 1.895 -1.916  -0.067
C 1.975 1.666 -2.141  -0.004
C 2.340 0.358 -1.437  -0.518
O 3.087 -0.454 -1.928  0.099
O 1.651 0.162 -0.297  -0.091
H -1.724 0.873 1.053  0.098
H -0.166 1.316 1.246  0.105
H -1.421 3.192 0.418  0.139
H -1.909 2.175 -0.961  0.105
H 2.512 2.510 -1.715  0.141
H 2.203 1.568 -3.197  0.139
C 1.129 -0.508 2.928  -0.258
As 0.456 -1.760 1.600  1.194
C -0.367 -3.084 2.763  -0.252
C 2.068 -2.696 1.067  -0.389
C 3.068 -2.984 1.988  -0.090
C 4.219 -3.649 1.590  -0.057
C 4.370 -4.037 0.266  -0.053
C 3.375 -3.754 -0.659  -0.081
C 2.225 -3.083 -0.264  -0.391
As 0.829 -2.651 -1.534  1.206
C -0.321 -4.199 -1.222  -0.243
C 1.536 -3.115 -3.268  -0.232
H 1.845 0.155 2.446  0.042
H 1.615 -1.038 3.743  0.032
H 0.304 0.070 3.342  0.032
H 0.388 -3.445 3.458  0.037
H -0.750 -3.919 2.181  0.024
H -1.185 -2.627 3.316  0.033
H 2.962 -2.687 3.024  0.098
H 4.999 -3.856 2.311  0.113
H 5.268 -4.554 -0.050  0.114
H 3.510 -4.048 -1.692  0.101
H -0.970 -4.354 -2.080  0.027
H -0.934 -4.072 -0.332  0.013
H 0.322 -5.066 -1.093  0.045
H 1.730 -4.184 -3.297  0.043
H 2.444 -2.548 -3.451  0.038
H 0.791 -2.863 -4.019  0.030
O -0.224 0.743 -2.092  -0.166
S -2.325 -1.343 -0.913  1.023
C -2.587 -1.902 -2.588  -0.486
C -1.987 -1.284 -3.681  -0.094
C -2.255 -1.769 -4.956  -0.055
C -3.106 -2.851 -5.133  -0.055
C -3.697 -3.462 -4.033  -0.059
C -3.439 -2.990 -2.756  -0.096
C -3.572 -0.093 -0.661  -0.474
C -3.885 0.850 -1.632  -0.086
C -4.865 1.794 -1.362  -0.052
C -5.514 1.803 -0.133  -0.056
C -5.184 0.866 0.836  -0.061
C -4.213 -0.092 0.573  -0.109
H -1.311 -0.446 -3.541  0.095
H -1.793 -1.289 -5.811  0.116
H -3.313 -3.220 -6.130  0.114
H -4.359 -4.309 -4.166  0.115
H -3.900 -3.457 -1.893  0.116
H -3.378 0.850 -2.589  0.118
H -5.116 2.529 -2.116  0.118
H -6.285 2.537 0.067  0.114
H -5.696 0.864 1.790  0.114
H -3.965 -0.843 1.316  0.109

Summary:
Relative energy (zero: lowest compared OMol25 entry of this formula, charge and spin) (kcal/mol): 27.6
HOMO energy (Eh): -0.4191
DFT total energy (hartree): -6532.52280
Gap between HOMO and LUMO (eV): 9.1
E_LUMO (eV): -2.30
Total charge: +1

=====

C26H32BClGaN2O4 | the ωB97M-V functional and the def2-TZVPD basis

Each line ends with the Löwdin charge.
CARTESIAN COORDINATES (ANGSTROEM)
Ga 0.897 -0.030 -0.830  0.260
Cl 2.761 -0.018 -1.892  0.176
N 0.608 1.865 -0.074  0.005
N 0.591 -1.911 -0.104  0.003
C -0.121 2.726 -0.803  -0.463
C -0.154 -2.776 -0.811  -0.455
C 1.447 2.734 0.803  -0.576
C 1.689 3.913 -0.115  -0.052
C 2.684 2.029 1.303  -0.042
C 0.595 3.231 1.957  -0.025
H 3.277 1.627 0.476  0.054
H 2.421 1.216 1.994  0.070
H 3.287 2.756 1.860  0.084
H -0.255 3.817 1.578  0.096
H 1.207 3.890 2.589  0.084
H 0.214 2.393 2.547  0.070
C 1.382 -2.760 0.836  -0.574
C 1.579 -4.006 -0.003  -0.057
C 0.500 -3.147 2.008  -0.028
C 2.650 -2.086 1.302  -0.042
H 3.257 -1.748 0.456  0.057
H 3.223 -2.813 1.888  0.084
H 2.428 -1.232 1.955  0.069
H -0.374 -3.709 1.653  0.096
H 0.157 -2.256 2.539  0.067
H 1.073 -3.797 2.682  0.083
O 0.312 -4.017 -0.835  -0.038
H 1.606 -4.951 0.548  0.120
H 2.423 -3.934 -0.697  0.125
O 0.400 3.935 -0.921  -0.036
H 2.509 3.751 -0.823  0.125
H 1.776 4.887 0.375  0.120
C -1.455 2.471 -1.403  -0.087
C -1.451 -2.509 -1.491  -0.088
C -1.449 -1.210 -2.248  -0.210
H -2.228 -2.468 -0.706  0.111
H -1.660 -3.374 -2.133  0.104
C -1.150 -0.014 -1.598  -0.095
C -1.455 1.207 -2.213  -0.207
H -2.560 0.050 0.673  0.107
C -1.667 1.233 -3.603  -0.235
C -1.707 0.030 -4.302  -0.027
C -1.772 2.523 -4.356  -0.067
C -1.674 -1.190 -3.639  -0.237
H -1.808 0.047 -5.383  0.100
C -1.797 -2.456 -4.427  -0.069
H -1.818 -2.210 -5.495  0.067
H -2.721 -3.001 -4.197  0.079
H -0.945 -3.122 -4.241  0.082
H -2.688 3.071 -4.109  0.077
H -1.796 2.306 -5.429  0.066
H -0.912 3.172 -4.150  0.083
H -1.727 3.356 -1.989  0.108
H -2.171 2.363 -0.569  0.110
O -0.939 0.000 2.297  0.111
B -2.277 0.111 1.850  -0.276
O -3.139 0.296 2.960  0.141
C -2.339 0.310 4.070  -0.196
C -2.626 0.469 5.434  -0.001
C -1.556 0.424 6.345  -0.106
C -0.234 0.235 5.914  -0.091
C 0.051 0.093 4.541  -0.001
C -1.013 0.130 3.656  -0.236
H -3.660 0.625 5.758  0.115
H -1.757 0.537 7.407  0.092
H 0.586 0.197 6.636  0.097
H 1.063 -0.047 4.137  0.119

Summary:
Relative energy (zero: lowest compared OMol25 entry of this formula, charge and spin) (kcal/mol): 0.0
HOMO energy (spin up / spin down) (Eh): -0.0338 / -0.0358
DFT total energy (hartree): -3830.29923
Gap between HOMO and LUMO (spin up / spin down) (eV): 3.5 / 3.6
E_LUMO (spin up / spin down) (eV): 2.62 / 2.62
Total charge: -1

=====

C26H32BClO4S | the ωB97M-V functional and the def2-TZVPD basis

Each line ends with the Löwdin charge.
CARTESIAN COORDINATES (ANGSTROEM)
C -2.576 0.194 -5.921  -0.066
O -2.593 -0.910 -4.989  -0.105
C -1.794 -0.857 -3.886  -0.271
C -1.827 -1.976 -3.023  -0.006
C -1.112 -1.949 -1.848  -0.062
C -0.307 -0.854 -1.509  -0.209
C 0.649 -1.017 -0.382  -0.059
O 1.863 -1.706 -0.867  -0.144
C 1.962 -3.016 -1.581  0.007
C -0.272 0.244 -2.361  -0.011
C -1.012 0.270 -3.538  -0.006
H -3.347 -0.054 -6.655  0.091
H -2.822 1.141 -5.416  0.089
H -1.596 0.285 -6.412  0.096
H -2.414 -2.841 -3.328  0.123
H -1.128 -2.811 -1.183  0.124
H 0.241 -1.490 0.526  0.133
H 2.838 -2.941 -2.225  0.087
H 2.131 -3.772 -0.809  0.087
H 1.082 -3.267 -2.185  0.076
H 0.368 1.089 -2.097  0.117
H -0.969 1.134 -4.205  0.101
C -0.894 -0.509 5.830  -0.118
C -1.316 -0.260 4.435  -0.591
C -1.117 0.914 3.727  -0.133
C -1.583 0.825 2.391  -0.106
C -2.146 -0.423 2.080  -0.480
B 2.071 -0.003 -0.196  -0.687
C -2.916 -0.719 0.911  -0.255
C -3.501 -1.983 0.715  -0.053
C -4.382 -2.169 -0.338  -0.098
C -4.643 -1.108 -1.224  -0.687
Cl -5.694 -1.340 -2.565  0.679
C -4.060 0.148 -1.044  -0.104
C -3.181 0.334 -0.001  -0.021
O 2.459 1.119 -0.808  0.180
C 3.010 1.925 0.282  -0.427
C 4.179 2.688 -0.284  -0.026
C 2.035 3.021 0.723  -0.018
C 3.290 0.871 1.441  -0.465
C 4.726 0.372 1.435  -0.010
C 2.910 1.301 2.851  -0.006
O 2.472 -0.238 1.089  0.143
S -1.969 -1.516 3.428  1.088
H -0.806 0.451 6.359  0.084
H -1.615 -1.148 6.361  0.075
H 0.091 -1.008 5.830  0.085
H -0.682 1.810 4.172  0.113
H -1.558 1.666 1.711  0.097
H -3.266 -2.787 1.407  0.095
H -4.861 -3.131 -0.505  0.107
H -4.307 0.985 -1.704  0.114
H -2.675 1.292 0.135  0.110
H 4.651 3.242 0.537  0.097
H 4.940 2.072 -0.768  0.093
H 3.795 3.412 -1.019  0.097
H 2.551 3.637 1.483  0.096
H 1.810 3.687 -0.130  0.098
H 1.080 2.698 1.177  0.089
H 5.404 1.189 1.697  0.088
H 4.834 -0.419 2.185  0.096
H 5.007 -0.015 0.445  0.104
H 3.521 2.164 3.142  0.094
H 1.849 1.574 2.951  0.076
H 3.125 0.485 3.550  0.096

Summary:
Relative energy (zero: lowest compared OMol25 entry of this formula, charge and spin) (kcal/mol): 0.0
HOMO energy (Eh): -0.2749
DFT total energy (hartree): -2194.14388
Gap between HOMO and LUMO (eV): 7.8
E_LUMO (eV): 0.32